Record 1
# C40H40N8

A 8-piece molecular cluster, C40H40N8 overall in a non-equilibrium geometry (ωB97M-V/def2-TZVPD, OMol25).

Atoms and positions in Å:
C (-3.017, 2.459, 4.128)
C (-1.693, 2.646, 4.375)
C (-0.983, 3.726, 3.936)
N (-1.659, 4.716, 3.258)
C (-2.952, 4.514, 2.849)
C (-3.618, 3.402, 3.247)
H (-3.519, 1.552, 4.431)
H (-1.207, 1.836, 4.898)
H (0.084, 3.861, 4.031)
H (-3.324, 5.196, 2.097)
H (-4.618, 3.122, 2.949)
C (-4.702, -0.835, 6.286)
C (-5.149, -1.687, 5.272)
C (-4.155, -2.330, 4.440)
N (-2.842, -2.076, 4.642)
C (-2.463, -1.235, 5.636)
C (-3.353, -0.540, 6.473)
H (-5.354, -0.412, 7.036)
H (-6.199, -1.908, 5.150)
H (-4.415, -3.082, 3.710)
H (-1.403, -1.048, 5.721)
H (-3.008, 0.156, 7.223)
C (4.183, 3.598, 1.097)
C (4.751, 2.926, 2.172)
C (6.079, 3.250, 2.448)
N (6.829, 4.093, 1.612)
C (6.247, 4.680, 0.576)
C (4.860, 4.533, 0.341)
H (3.124, 3.604, 0.885)
H (4.134, 2.261, 2.759)
H (6.643, 2.826, 3.266)
H (6.890, 5.336, 0.008)
H (4.426, 5.201, -0.389)
C (-3.536, -4.504, -1.126)
C (-3.376, -3.139, -0.835)
C (-4.192, -2.603, 0.196)
N (-5.096, -3.284, 0.868)
C (-5.236, -4.596, 0.607)
C (-4.386, -5.228, -0.355)
H (-2.989, -5.061, -1.873)
H (-2.712, -2.573, -1.471)
H (-4.155, -1.536, 0.363)
H (-6.085, -5.154, 0.973)
H (-4.629, -6.246, -0.621)
C (-0.702, -0.730, -0.059)
C (0.040, 0.444, -0.265)
C (0.432, 1.172, 0.843)
N (-0.153, 0.956, 2.068)
C (-0.849, -0.207, 2.282)
C (-1.061, -1.083, 1.245)
H (-0.800, -1.495, -0.816)
H (0.369, 0.765, -1.242)
H (1.026, 2.072, 0.787)
H (-1.004, -0.274, 3.349)
H (-1.447, -2.048, 1.539)
C (3.409, 1.100, -1.456)
C (3.925, 1.846, -2.453)
C (5.276, 1.746, -2.716)
N (6.063, 0.857, -2.044)
C (5.494, 0.131, -1.018)
C (4.147, 0.161, -0.732)
H (2.392, 1.224, -1.115)
H (3.435, 2.696, -2.906)
H (5.735, 2.401, -3.442)
H (6.179, -0.461, -0.429)
H (3.703, -0.313, 0.131)
C (0.246, 1.033, -4.736)
C (1.522, 0.680, -4.523)
C (2.492, 0.839, -5.538)
N (2.158, 1.268, -6.747)
C (0.859, 1.637, -6.978)
C (-0.228, 1.512, -6.040)
H (-0.473, 0.773, -3.973)
H (1.795, 0.388, -3.519)
H (3.506, 0.517, -5.353)
H (0.682, 2.105, -7.935)
H (-1.256, 1.787, -6.221)
C (-0.277, -3.797, -5.049)
C (-0.474, -5.016, -4.503)
C (-0.172, -5.182, -3.140)
N (0.449, -4.288, -2.396)
C (0.668, -3.104, -2.919)
C (0.395, -2.795, -4.279)
H (-0.460, -3.659, -6.105)
H (-0.804, -5.796, -5.173)
H (-0.381, -6.110, -2.629)
H (1.188, -2.316, -2.394)
H (0.727, -1.853, -4.689)

## Properties
* electronic energy: -1986.122936 hartree
* HOMO energy: -9.4480 eV
* multiplicity: 1
* orbital gap: 9.896 eV
* structure (SMILES): c1ccncc1.c1ccncc1.c1ccncc1.c1ccncc1.c1ccncc1.c1ccncc1.c1ccncc1.c1ccncc1
* LUMO energy: 0.448 eV

Löwdin charges, unit e, in atom order: C -0.065; C -0.136; C -0.131; N 0.050; C -0.154; C -0.082; H 0.090; H 0.091; H 0.100; H 0.098; H 0.095; C -0.099; C -0.046; C -0.110; N 0.042; C -0.164; C -0.082; H 0.100; H 0.093; H 0.082; H 0.093; H 0.102; C -0.110; C -0.073; C -0.106; N 0.045; C -0.157; C -0.071; H 0.091; H 0.100; H 0.093; H 0.098; H 0.098; C -0.089; C -0.046; C -0.166; N 0.042; C -0.115; C -0.082; H 0.094; H 0.084; H 0.100; H 0.098; H 0.096; C -0.056; C -0.081; C -0.133; N 0.064; C -0.120; C -0.074; H 0.074; H 0.077; H 0.089; H 0.078; H 0.101; C -0.120; C -0.118; C -0.133; N 0.066; C -0.128; C -0.059; H 0.064; H 0.112; H 0.103; H 0.099; H 0.105; C -0.097; C -0.130; C -0.140; N 0.048; C -0.130; C -0.011; H 0.095; H 0.076; H 0.103; H 0.089; H 0.088; C -0.081; C -0.083; C -0.161; N 0.057; C -0.168; C -0.024; H 0.104; H 0.104; H 0.100; H 0.091; H 0.071



Record 2
# C40H40O4

A 5-piece molecular cluster, C40H40O4 overall in a non-equilibrium geometry (ωB97M-V/def2-TZVPD, OMol25).

Atoms and positions in Å:
C (5.109, -0.121, 2.588)
C (4.047, 0.506, 3.614)
O (2.925, -0.037, 3.761)
O (4.323, 1.662, 4.438)
C (4.984, 2.653, 3.581)
C (5.030, 4.049, 4.360)
C (3.586, 4.776, 4.472)
C (3.039, 5.096, 2.994)
C (1.667, 4.377, 2.611)
C (1.439, 4.117, 1.222)
C (0.128, 3.456, 0.624)
O (-0.127, 3.620, -0.609)
C (-0.811, 2.660, 1.619)
C (-1.879, 1.719, 1.022)
C (-2.828, 0.953, 1.973)
C (-2.645, 1.185, 3.510)
C (-1.555, 2.149, 4.106)
C (-0.615, 2.911, 3.148)
C (0.512, 3.960, 3.618)
O (0.376, 4.425, 4.782)
H (6.123, -0.110, 3.129)
H (4.785, -1.193, 2.352)
H (5.222, 0.464, 1.617)
H (4.413, 2.690, 2.589)
H (6.063, 2.350, 3.354)
H (5.484, 3.928, 5.407)
H (5.757, 4.729, 3.772)
H (2.858, 4.220, 5.148)
H (3.803, 5.797, 4.972)
H (2.909, 6.236, 2.899)
H (3.832, 4.767, 2.226)
H (2.250, 4.426, 0.471)
H (-1.933, 1.604, -0.121)
H (-3.626, 0.273, 1.526)
H (-3.374, 0.614, 4.188)
H (-1.484, 2.283, 5.240)
C (-0.565, -1.513, -3.918)
C (0.338, -0.603, -3.377)
C (-0.099, 0.650, -2.959)
C (-1.442, 0.996, -3.087)
C (-2.344, 0.089, -3.636)
C (-1.907, -1.165, -4.050)
H (-0.225, -2.492, -4.237)
H (1.385, -0.872, -3.280)
H (0.605, 1.357, -2.534)
H (-1.784, 1.971, -2.759)
H (-3.390, 0.361, -3.741)
H (-2.611, -1.872, -4.477)
C (3.673, 6.473, -3.177)
C (5.015, 6.829, -3.266)
C (5.697, 7.263, -2.134)
C (5.036, 7.345, -0.912)
C (3.692, 6.998, -0.825)
C (3.010, 6.560, -1.956)
H (3.143, 6.128, -4.059)
H (5.530, 6.768, -4.219)
H (6.745, 7.538, -2.204)
H (5.569, 7.681, -0.029)
H (3.174, 7.067, 0.127)
H (1.962, 6.287, -1.888)
C (-6.044, -5.676, -2.401)
C (-4.830, -5.410, -1.774)
C (-4.292, -4.127, -1.814)
C (-4.965, -3.111, -2.486)
C (-6.173, -3.379, -3.121)
C (-6.714, -4.661, -3.078)
H (-6.467, -6.674, -2.364)
H (-4.304, -6.203, -1.252)
H (-3.347, -3.919, -1.322)
H (-4.546, -2.111, -2.515)
H (-6.695, -2.588, -3.650)
H (-7.657, -4.869, -3.571)
C (-4.204, -11.641, -0.811)
C (-2.991, -11.375, -0.183)
C (-2.452, -10.093, -0.223)
C (-3.125, -9.076, -0.895)
C (-4.334, -9.345, -1.530)
C (-4.874, -10.626, -1.487)
H (-4.627, -12.639, -0.774)
H (-2.465, -12.168, 0.338)
H (-1.508, -9.885, 0.269)
H (-2.706, -8.076, -0.924)
H (-4.856, -8.553, -2.059)
H (-5.818, -10.834, -1.981)

## Properties
* electronic energy: -1848.935067 hartree
* HOMO energy: -9.2052 eV
* multiplicity: 1
* orbital gap: 7.861 eV
* structure (SMILES): CC(=O)OCCCCC1=CC(=O)c2ccccc2C1=O.c1ccccc1.c1ccccc1.c1ccccc1.c1ccccc1
* LUMO energy: -1.344 eV

Löwdin charges, unit e, in atom order: C -0.014; C -0.401; O 0.054; O -0.066; C -0.205; C -0.164; C -0.176; C -0.149; C -0.083; C 0.057; C -0.277; O 0.008; C -0.050; C 0.008; C -0.045; C -0.041; C 0.012; C -0.028; C -0.225; O 0.039; H 0.095; H 0.098; H 0.090; H 0.126; H 0.126; H 0.122; H 0.122; H 0.109; H 0.117; H 0.124; H 0.108; H 0.121; H 0.098; H 0.093; H 0.091; H 0.108; C -0.096; C -0.095; C -0.092; C -0.103; C -0.102; C -0.105; H 0.100; H 0.100; H 0.097; H 0.098; H 0.099; H 0.097; C -0.093; C -0.097; C -0.099; C -0.099; C -0.106; C -0.095; H 0.102; H 0.100; H 0.100; H 0.098; H 0.091; H 0.101; C -0.097; C -0.092; C -0.089; C -0.099; C -0.095; C -0.095; H 0.093; H 0.082; H 0.103; H 0.089; H 0.100; H 0.100; C -0.097; C -0.098; C -0.096; C -0.097; C -0.094; C -0.094; H 0.100; H 0.100; H 0.100; H 0.093; H 0.082; H 0.100